Entry 1:
Formula: C33H34ClN4O8Os
Source: the OMol25 dataset
Level of theory: ωB97M-V/def2-TZVPD

Results
E_HOMO (spin up / spin down): -10.49 / -10.49 eV
Net charge: +1
Electronic energy: -2649.50689 Ha
Molar mass: 840.338 g/mol

The geometry in XYZ format:
```
81
Properties=species:S:1:pos:R:3:mulliken_charge:R:1
Os 1.050 0.374 -0.823 2.022
C -2.028 -5.273 -1.381 -0.799
O -2.458 -5.617 -0.072 -0.496
C -2.876 -4.695 0.829 0.050
C -3.677 -5.227 1.842 -0.497
C -4.182 -4.445 2.856 -0.557
C -3.916 -3.079 2.876 -0.973
C -3.128 -2.538 1.884 -0.141
C -2.573 -3.330 0.872 0.418
N -1.728 -2.698 -0.102 0.287
C -0.778 -1.784 0.157 0.804
N -0.384 -1.602 1.403 -0.007
C 0.458 -0.616 1.944 0.421
C 1.205 0.258 1.179 0.223
C 1.996 1.205 1.870 -1.215
C 1.988 1.268 3.242 -1.143
C 1.227 0.369 4.001 -0.515
C 0.484 -0.586 3.354 1.040
O -0.270 -1.548 3.952 -0.436
C -0.271 -1.602 5.376 -1.027
N -0.217 -1.100 -0.876 0.731
C -0.616 -1.495 -2.205 -1.484
C -1.513 -0.692 -2.904 -0.027
C -1.913 -1.034 -4.184 -0.797
C -1.427 -2.201 -4.765 -0.727
C -0.529 -2.999 -4.077 -0.392
C -0.109 -2.652 -2.795 0.934
O 0.740 -3.522 -2.169 -0.460
C 1.967 -3.038 -1.619 -0.486
H -1.971 -6.214 -1.922 0.328
H -1.040 -4.816 -1.382 0.308
H -2.763 -4.636 -1.885 0.320
H -3.886 -6.287 1.794 0.464
H -4.805 -4.894 3.619 0.399
H -4.327 -2.443 3.647 0.448
H -2.956 -1.469 1.860 0.511
H -1.913 -2.868 -1.077 0.079
H -0.822 -2.187 2.107 0.389
H 2.609 1.895 1.306 0.593
H 2.586 2.013 3.751 0.501
H 1.220 0.438 5.079 0.477
H -0.869 -2.469 5.641 0.274
H -0.723 -0.702 5.797 0.397
H 0.742 -1.726 5.760 0.397
H -1.899 0.190 -2.407 0.430
H -2.613 -0.407 -4.719 0.460
H -1.749 -2.491 -5.756 0.453
H -0.127 -3.904 -4.514 0.530
H 2.591 -3.914 -1.472 0.377
H 1.827 -2.543 -0.656 0.070
H 2.461 -2.360 -2.319 0.144
N 1.322 0.791 -3.099 -0.648
C 2.764 0.768 -3.378 -0.483
C 3.535 1.142 -2.135 0.561
O 4.662 1.512 -2.144 -0.551
O 2.826 0.994 -0.967 -0.856
H 0.803 0.326 -3.837 0.185
H 0.991 1.753 -3.074 0.318
H 3.066 1.432 -4.184 0.397
H 3.066 -0.250 -3.632 0.290
C 1.168 6.593 -1.615 -1.325
C 1.488 6.031 -0.257 0.826
C 2.610 6.429 0.451 -0.762
C 2.895 5.881 1.694 0.093
Cl 4.281 6.442 2.583 -0.227
C 2.093 4.897 2.225 -0.940
C 0.964 4.482 1.524 -0.302
C 0.650 5.074 0.316 0.762
O -0.507 4.807 -0.396 -0.463
C -1.243 3.671 -0.052 -0.992
C -0.558 2.377 -0.433 0.745
O -1.033 1.281 -0.118 -0.643
O 0.532 2.382 -1.085 -1.081
H 1.967 7.245 -1.962 0.405
H 0.236 7.161 -1.591 0.307
H 1.026 5.786 -2.335 0.231
H 3.273 7.172 0.028 0.395
H 2.334 4.463 3.186 0.459
H 0.350 3.701 1.953 0.343
H -2.181 3.730 -0.602 0.450
H -1.473 3.617 1.014 0.402
```

Entry 2:
Formula: H10O5
Source: the OMol25 dataset
Level of theory: ωB97M-V/def2-TZVPD

Results
E_HOMO: -10.20 eV
ΔE to the lowest compared entry with this formula, charge and spin: 195.9 kJ/mol
Electronic energy: -382.14956 Ha
Molar mass: 90.075 g/mol

The geometry in XYZ format:
```
15
Properties=species:S:1:pos:R:3:mulliken_charge:R:1
O 0.258 -1.468 1.193 -0.644
H -0.481 -1.220 1.760 0.295
H 0.758 -2.100 1.721 0.311
O 0.931 3.546 -0.139 -0.635
H 0.781 4.267 0.482 0.322
H 1.025 2.768 0.422 0.312
O 0.163 -1.797 -1.079 -0.642
H -0.343 -1.004 -0.871 0.268
H 0.278 -2.232 -0.226 0.400
O -4.924 0.045 -0.520 -0.630
H -4.080 0.271 -0.112 0.305
H -5.529 0.724 -0.199 0.325
O 3.385 -0.531 -0.615 -0.602
H 4.267 -0.199 -0.414 0.299
H 3.511 -1.069 -1.404 0.316
```

Entry 3:
Formula: C22H13ClIN4O6OsS
Source: the OMol25 dataset
Level of theory: ωB97M-V/def2-TZVPD

Results
E_HOMO (spin up / spin down): -11.20 / -11.86 eV
2S+1: 5
ΔE to the lowest compared entry with this formula, charge and spin: 0.0 kJ/mol
Net charge: +1
Electronic energy: -2763.01831 Ha
Molar mass: 814.022 g/mol

The geometry in XYZ format:
```
49
Properties=species:S:1:pos:R:3:mulliken_charge:R:1
Os -0.315 1.491 -0.682 1.391
O -2.232 1.484 -0.178 -0.419
N -3.035 0.781 -0.957 -0.354
N -2.461 0.289 -1.939 1.026
O -1.157 0.497 -2.178 -0.624
C -3.154 -0.581 -2.870 0.513
C -2.400 -1.223 -3.833 -0.240
C -3.053 -2.073 -4.713 -0.712
C -4.422 -2.265 -4.615 -0.447
C -5.152 -1.608 -3.631 -0.593
C -4.522 -0.757 -2.742 -0.411
H -1.332 -1.078 -3.878 0.450
H -2.482 -2.590 -5.472 0.379
H -4.924 -2.932 -5.302 0.401
H -6.219 -1.762 -3.551 0.390
H -5.075 -0.248 -1.966 0.472
Cl 5.034 4.159 2.579 -0.171
C 4.022 3.455 1.412 0.692
C 4.599 2.894 0.279 -0.485
C 3.826 2.304 -0.705 -0.524
I 4.657 1.459 -2.372 0.256
C 2.402 2.268 -0.550 1.052
O 1.627 1.761 -1.409 -0.742
C 1.825 2.852 0.651 0.049
N 0.480 2.744 0.747 -0.360
C -0.135 3.231 1.818 -0.154
C 0.573 3.866 2.836 -0.752
C 1.939 3.972 2.751 -0.704
C 2.601 3.449 1.628 0.342
H 5.674 2.921 0.174 0.442
H -1.208 3.096 1.858 0.522
H 0.036 4.253 3.689 0.438
H 2.507 4.442 3.542 0.443
O 1.584 0.526 2.140 -0.589
C 1.026 -0.407 1.591 0.582
N 0.347 -0.326 0.391 -0.136
S -0.279 -1.789 -0.086 1.114
O 0.345 -2.220 -1.302 -0.635
O -1.714 -1.715 -0.046 -0.623
C 0.340 -2.674 1.298 0.395
C 0.227 -4.022 1.572 -0.545
C 0.830 -4.478 2.738 -0.564
C 1.520 -3.608 3.580 -0.555
C 1.626 -2.256 3.277 -0.510
C 1.020 -1.802 2.121 -0.281
H -0.304 -4.693 0.911 0.469
H 0.763 -5.527 2.993 0.407
H 1.981 -3.993 4.480 0.405
H 2.163 -1.568 3.917 0.503
```

Entry 4:
Formula: C2H4N2
Source: the OMol25 dataset
Level of theory: ωB97M-V/def2-TZVPD

Results
E_HOMO (spin up / spin down): -8.42 / -8.76 eV
ΔE to the lowest compared entry with this formula, charge and spin: 516.7 kJ/mol
Electronic energy: -187.92153 Ha
Molar mass: 56.068 g/mol

The geometry in XYZ format:
```
8
Properties=species:S:1:pos:R:3:mulliken_charge:R:1
C 1.533 -0.408 -0.501 -0.396
C 1.099 0.164 0.593 -0.358
N -2.474 0.269 0.141 -0.291
N -1.448 -0.316 -0.019 0.011
H 0.852 -0.846 -1.243 0.266
H 2.654 -0.478 -0.707 0.219
H 0.215 0.412 1.189 0.310
H -2.431 1.203 0.547 0.240
```

Entry 5:
Formula: C4H3NOS
Source: the OMol25 dataset
Level of theory: ωB97M-V/def2-TZVPD

Results
E_HOMO (spin up / spin down): -6.92 / -9.25 eV
2S+1: 3
ΔE to the lowest compared entry with this formula, charge and spin: 181.1 kJ/mol
Electronic energy: -682.19790 Ha
Molar mass: 113.141 g/mol

The geometry in XYZ format:
```
10
Properties=species:S:1:pos:R:3:mulliken_charge:R:1
C 3.942 0.414 0.002 0.085
C 2.646 0.205 0.098 0.646
C -0.490 -0.222 -0.233 -0.721
C 0.338 0.783 0.249 0.208
N 1.675 0.996 0.170 -0.496
O 4.902 1.052 -0.080 -0.456
S 3.511 -1.341 -0.030 -0.166
H -1.655 -0.061 -0.226 0.254
H -0.192 -1.289 -0.384 0.291
H -0.198 1.632 0.679 0.354
```

Entry 6:
Formula: C5H4
Source: the OMol25 dataset
Level of theory: ωB97M-V/def2-TZVPD

Results
E_HOMO: -9.81 eV
ΔE to the lowest compared entry with this formula, charge and spin: 119.4 kJ/mol
Electronic energy: -192.74867 Ha
Molar mass: 64.087 g/mol

The geometry in XYZ format:
```
9
Properties=species:S:1:pos:R:3:mulliken_charge:R:1
C 2.144 -0.700 0.274 -0.166
C 1.209 -0.104 -0.207 -0.333
C 0.050 0.763 -0.240 -0.596
C -1.241 0.076 0.000 -0.387
C -2.306 -0.474 0.149 0.235
H 2.878 -1.451 0.170 0.336
H 0.574 1.326 0.559 0.204
H -0.050 1.501 -1.039 0.317
H -3.258 -0.938 0.334 0.390
```

Entry 7:
Formula: C4H4O2
Source: the OMol25 dataset
Level of theory: ωB97M-V/def2-TZVPD

Results
E_HOMO: -10.06 eV
ΔE to the lowest compared entry with this formula, charge and spin: 37.7 kJ/mol
Electronic energy: -305.26511 Ha
Molar mass: 84.074 g/mol

The geometry in XYZ format:
```
10
Properties=species:S:1:pos:R:3:mulliken_charge:R:1
C 1.357 -1.133 -0.180 -0.652
C 0.148 -0.804 -0.530 0.361
C -1.064 -0.445 -0.851 -0.744
H 1.994 -1.733 -0.820 0.249
H 1.768 -0.784 0.760 0.249
H -1.253 0.465 -1.415 0.303
H -1.924 -1.054 -0.600 0.237
O -1.443 2.155 1.013 -0.389
C -0.345 1.818 1.205 0.774
O 0.762 1.515 1.418 -0.388
```

Entry 8:
Formula: C11H10BrF
Source: the OMol25 dataset
Level of theory: ωB97M-V/def2-TZVPD

Results
E_HOMO: -8.54 eV
ΔE to the lowest compared entry with this formula, charge and spin: 97.9 kJ/mol
Electronic energy: -3098.80639 Ha
Molar mass: 241.103 g/mol

The geometry in XYZ format:
```
23
Properties=species:S:1:pos:R:3:mulliken_charge:R:1
C -3.179 -1.316 -0.133 -0.615
C -3.157 0.029 -0.403 -0.336
C -2.063 -1.872 0.468 -0.424
C -1.928 0.722 -0.359 -0.210
C -0.816 -1.225 0.415 -0.221
C -0.773 0.140 0.088 0.451
C 1.011 1.303 -0.968 -0.072
C 1.697 1.805 -1.978 -1.031
C 0.595 0.749 0.123 0.764
C 2.876 -1.160 0.714 -0.393
C 1.421 0.692 1.333 -1.216
F 2.445 -1.194 -0.568 -0.064
Br 4.500 -0.239 0.707 -0.100
H -4.162 -1.814 -0.026 0.312
H -3.989 0.611 -0.666 0.414
H -2.000 -3.009 0.761 0.233
H -2.043 1.810 -0.571 0.294
H 0.082 -1.722 0.719 0.353
H 2.276 1.185 -2.556 0.300
H 1.873 2.817 -2.110 0.288
H 2.115 -0.344 1.455 0.407
H 0.830 0.649 2.187 0.428
H 2.388 1.384 1.366 0.436
```

> What is the electronic energy in the first record?

-2649.50689 Ha

> Which of these has the lowest electronic energy?

C11H10BrF

> molar mass of number 7 (C4H4O2)?

84.074 g/mol